1.
Computed, not measured: a 8-piece molecular cluster, C32H46BrN2O14 overall, with the ωB97M-V functional and the def2-TZVPD basis.

The geometry in XYZ format:
```
95
Properties=species:S:1:pos:R:3:mulliken_charge:R:1
Br 1.946 0.427 4.971 -0.07
C 2.197 0.513 3.129 0.25
C 2.518 1.688 2.491 -0.08
C 2.641 1.647 1.098 -0.51
N 2.474 0.565 0.370 -0.86
N 2.201 -0.528 1.046 0.62
C 2.050 -0.636 2.357 -0.62
H 2.663 2.613 3.026 0.51
H 2.849 2.563 0.570 0.51
H 2.067 -1.363 0.484 0.31
H 1.808 -1.595 2.789 0.90
O 0.075 5.164 2.672 -0.60
C -0.449 4.601 1.757 0.45
O 0.272 4.091 0.721 -0.37
C -0.616 3.541 -0.272 -0.28
C -1.912 3.247 0.469 0.06
C -1.926 4.352 1.525 -0.53
H -0.746 4.278 -1.067 0.25
H -0.159 2.648 -0.695 0.17
H -2.781 3.238 -0.179 0.48
H -1.854 2.278 0.957 -0.10
H -2.387 5.272 1.164 0.31
H -2.405 4.036 2.447 0.22
O -3.649 0.938 -0.524 -0.44
C -4.287 0.780 0.480 0.32
O -4.107 1.547 1.592 -0.26
C -4.928 1.044 2.667 -0.48
C -6.041 0.260 1.990 -0.67
C -5.338 -0.272 0.742 -0.05
H -4.305 0.415 3.307 0.27
H -5.297 1.885 3.250 0.34
H -6.465 -0.514 2.626 0.36
H -6.847 0.935 1.701 0.27
H -4.835 -1.219 0.927 -0.05
H -6.011 -0.370 -0.105 0.38
O -4.335 -2.889 -1.041 -0.57
C -3.237 -2.928 -0.580 0.46
O -2.988 -2.588 0.723 -0.36
C -1.578 -2.623 0.976 -0.06
C -1.000 -3.543 -0.095 -0.57
C -1.943 -3.296 -1.271 0.24
H -1.191 -1.600 0.898 0.04
H -1.410 -2.993 1.986 0.23
H 0.048 -3.340 -0.320 0.31
H -1.077 -4.580 0.234 0.28
H -1.622 -2.453 -1.886 -0.33
H -2.080 -4.175 -1.894 0.38
O -0.322 -1.193 -3.156 -0.66
C -0.714 -0.173 -3.663 0.42
O -0.277 0.259 -4.855 -0.39
C -0.831 1.563 -5.149 -0.02
C -2.082 1.660 -4.287 -0.72
C -1.696 0.817 -3.074 0.74
H -0.085 2.317 -4.888 0.15
H -1.046 1.634 -6.208 0.08
H -2.362 2.685 -4.051 0.38
H -2.921 1.194 -4.804 0.32
H -1.177 1.401 -2.312 -0.60
H -2.546 0.307 -2.630 0.24
O -1.859 2.996 -8.041 -0.58
C -0.763 3.198 -8.478 0.56
O 0.313 2.471 -8.091 -0.31
C 1.510 3.003 -8.690 -0.44
C 1.035 3.770 -9.917 -0.50
C -0.339 4.265 -9.467 -0.49
H 2.003 3.649 -7.961 0.27
H 2.175 2.179 -8.937 0.30
H 1.718 4.561 -10.218 0.33
H 0.920 3.086 -10.759 0.27
H -0.280 5.219 -8.941 0.26
H -1.053 4.336 -10.281 0.31
O 0.298 -4.042 4.369 -0.60
C 0.607 -3.806 5.503 0.58
O 1.836 -4.079 5.992 -0.37
C 1.904 -3.753 7.396 -0.47
C 0.788 -2.742 7.612 -0.24
C -0.255 -3.186 6.588 -0.40
H 1.762 -4.664 7.979 0.27
H 2.891 -3.351 7.611 0.34
H 0.427 -2.709 8.637 0.36
H 1.143 -1.746 7.346 -0.01
H -0.933 -3.944 6.980 0.29
H -0.826 -2.354 6.185 0.27
O 7.517 -1.797 4.329 -0.55
C 7.035 -2.338 3.382 0.37
O 7.766 -2.838 2.360 -0.34
C 6.908 -3.331 1.319 -0.40
C 5.574 -3.611 2.002 -0.51
C 5.556 -2.547 3.101 0.06
H 6.828 -2.564 0.546 0.25
H 7.356 -4.221 0.885 0.33
H 4.726 -3.569 1.319 0.29
H 5.589 -4.602 2.454 0.27
H 5.138 -1.599 2.753 -0.01
H 5.038 -2.879 3.997 0.26
```

Results
charge: +1
E_tot: -4983.6599 hartree

2.
Computed, not measured: C10H10BCl3F2IrN3O as an isolated structure, with the ωB97M-V functional and the def2-TZVPD basis.

The geometry in XYZ format:
```
31
Properties=species:S:1:pos:R:3:mulliken_charge:R:1
Ir -1.386 0.246 -0.031 0.93
C -1.487 -3.749 -1.704 -1.18
C -0.922 -2.702 -0.812 0.94
O -1.606 -1.653 -0.607 -0.43
N 0.261 -2.871 -0.256 0.00
C 0.837 -1.974 0.742 -1.47
C 1.414 -0.706 0.158 1.32
C 2.777 -0.607 -0.045 -0.87
C 3.332 0.543 -0.584 -0.31
C 2.491 1.591 -0.914 -0.78
C 1.139 1.457 -0.686 0.01
N 0.604 0.334 -0.161 -0.24
H -2.549 -3.861 -1.491 0.36
H -0.983 -4.705 -1.588 0.38
H -1.390 -3.414 -2.739 0.31
H 0.752 -3.729 -0.463 0.28
H 1.642 -2.516 1.230 0.58
H 0.090 -1.766 1.504 0.19
H 3.406 -1.444 0.226 0.44
H 4.399 0.617 -0.741 0.46
H 2.864 2.512 -1.338 0.44
H 0.458 2.257 -0.925 0.47
F -1.199 1.118 2.775 -0.19
B -1.450 0.094 1.999 0.23
F -1.701 -1.083 2.531 -0.15
Cl -2.071 4.963 2.473 -0.03
C -2.048 4.745 0.731 0.84
Cl -3.595 5.130 -0.004 -0.04
Cl -0.727 5.643 -0.022 -0.06
C -1.780 3.317 0.473 0.24
N -1.572 2.211 0.271 -0.67
```

Results
charge: +2
E_tot: -2335.5957 hartree
energy relative to the best compared isomer or geometry (same formula, charge and spin): 15.5 kJ/mol

3.
Computed, not measured: a 9-piece molecular cluster, C11H40O11 overall in a non-equilibrium geometry, with the ωB97M-V functional and the def2-TZVPD basis.

The geometry in XYZ format:
```
62
Properties=species:S:1:pos:R:3:mulliken_charge:R:1
C -4.201 -1.454 1.948 -0.08
O -4.452 -2.806 1.573 -0.55
H -4.893 -0.764 1.462 0.22
H -4.252 -1.393 3.034 0.24
H -3.176 -1.169 1.685 -0.21
H -3.801 -3.042 0.891 0.41
C 3.621 3.258 -2.206 -0.37
O 4.361 2.676 -3.273 -0.53
H 4.267 3.840 -1.545 0.27
H 2.812 3.863 -2.606 0.32
H 3.205 2.450 -1.598 -0.02
H 4.538 1.756 -3.073 0.32
C -3.904 2.226 -0.519 -0.54
O -2.487 2.198 -0.675 -0.43
H -4.287 1.211 -0.397 0.19
H -4.157 2.802 0.379 0.23
H -4.409 2.709 -1.356 0.26
H -2.175 1.351 -0.315 0.37
C -0.273 -0.015 4.257 -0.67
O -1.473 -0.733 4.021 -0.48
H -0.412 0.993 3.852 0.20
H 0.014 0.135 5.301 0.31
H 0.556 -0.420 3.670 0.29
H -1.262 -1.670 3.982 0.30
C 0.994 1.077 -3.293 -0.55
O -0.250 0.655 -2.721 -0.51
H 1.698 0.254 -3.409 0.19
H 0.856 1.397 -4.337 0.40
H 1.365 1.976 -2.804 0.18
H -0.904 1.224 -3.138 0.26
C 1.771 -2.550 -2.624 -0.48
O 2.826 -2.563 -3.574 -0.57
H 0.790 -2.509 -3.104 0.31
H 1.790 -3.444 -1.996 0.35
H 1.861 -1.680 -1.975 0.06
H 2.610 -3.231 -4.230 0.31
C 2.703 4.602 2.035 -0.50
O 2.876 3.603 3.024 -0.52
H 3.433 4.545 1.226 0.20
H 1.702 4.476 1.614 0.22
H 2.660 5.614 2.450 0.32
H 3.658 3.810 3.545 0.28
C 0.153 -0.048 1.018 0.27
C 0.767 1.286 1.326 -0.02
O 1.449 1.187 2.571 -0.50
O -0.796 0.033 -0.063 -0.36
H -0.380 -0.441 1.886 -0.38
H 0.892 -0.809 0.747 0.38
H 0.017 2.079 1.419 0.26
H 1.434 1.628 0.522 -0.07
H 1.893 2.037 2.740 0.39
H -0.238 0.089 -0.856 0.00
C -0.462 -4.744 -0.496 -0.75
C -1.284 -3.520 -0.178 0.40
O -2.691 -3.751 -0.393 -0.63
O -0.392 -5.016 -1.897 -0.51
H -0.865 -5.617 0.026 0.37
H 0.572 -4.661 -0.159 0.32
H -1.043 -2.641 -0.785 0.05
H -1.176 -3.236 0.872 0.15
H -2.858 -3.627 -1.333 0.30
H -1.192 -5.487 -2.150 0.30
```

Results
charge: 0
E_tot: -1270.5591 hartree
energy relative to the best compared isomer or geometry (same formula, charge and spin): 49.8 kJ/mol
SMILES string: OCCO.OCCO.CO.CO.CO.CO.CO.CO.CO

4.
Computed, not measured: a 10-piece molecular cluster, C24H52N4O28S6 overall in a non-equilibrium geometry, with the ωB97M-V functional and the def2-TZVPD basis.

The geometry in XYZ format:
```
114
Properties=species:S:1:pos:R:3:mulliken_charge:R:1
C -0.884 0.669 0.812 0.75
C 0.261 0.290 -0.156 0.10
O 0.229 0.555 -1.360 -0.19
N 1.298 -0.442 0.193 0.57
C 1.702 -0.819 1.529 -0.94
H -0.677 0.269 1.804 -0.43
H -1.698 0.157 0.300 -0.33
H -1.003 1.744 0.949 0.11
H 1.902 -0.723 -0.566 -0.12
H 1.044 -1.590 1.931 0.30
H 1.648 0.103 2.107 0.06
H 2.649 -1.337 1.374 0.39
C 2.397 -4.935 0.739 -0.12
C 3.556 -5.778 0.513 0.47
O 3.806 -6.407 -0.508 -0.68
N 4.377 -5.848 1.536 -0.18
C 5.572 -6.674 1.490 -0.85
H 1.454 -5.481 0.749 0.01
H 2.220 -4.234 -0.077 -0.03
H 2.451 -4.299 1.623 0.25
H 4.031 -5.484 2.413 0.24
H 5.330 -7.723 1.322 0.29
H 6.294 -6.606 2.304 0.35
H 6.239 -6.459 0.655 0.27
C -0.215 -0.470 -4.824 -0.30
C -1.669 -0.034 -4.659 0.61
O -2.501 0.233 -5.545 -0.26
N -2.024 -0.084 -3.373 0.80
C -3.340 0.250 -2.819 -1.00
H 0.349 -0.269 -3.913 -0.41
H 0.210 0.150 -5.614 0.60
H -0.004 -1.520 -5.027 0.30
H -1.433 -0.418 -2.626 -0.45
H -3.482 -0.110 -1.801 0.13
H -4.203 0.010 -3.440 0.58
H -3.527 1.324 -2.814 0.23
C -4.620 2.982 0.304 -0.38
C -5.545 2.222 -0.670 0.56
O -5.920 2.759 -1.704 -0.68
N -5.867 0.965 -0.446 -0.06
C -5.474 0.052 0.575 -1.26
H -5.188 3.766 0.803 0.35
H -3.733 3.422 -0.153 -0.11
H -4.143 2.318 1.025 0.14
H -6.374 0.518 -1.197 0.26
H -4.505 -0.373 0.311 0.48
H -6.153 -0.800 0.584 0.36
H -5.414 0.405 1.605 0.43
C 3.380 0.867 -3.192 0.46
C 2.968 0.185 -4.441 -0.51
O 2.704 -1.184 -4.149 -0.26
S 3.606 -1.688 -2.930 0.78
O 4.668 -2.568 -3.406 -0.57
O 2.791 -2.197 -1.817 -0.35
O 4.174 -0.133 -2.590 -0.36
H 2.566 0.951 -2.473 -0.31
H 3.928 1.807 -3.264 0.53
H 3.769 0.206 -5.180 0.43
H 2.163 0.654 -5.006 0.17
C -1.482 -3.258 4.503 -0.28
C -2.052 -2.631 5.739 -0.30
O -2.911 -1.611 5.281 -0.47
S -2.335 -0.911 3.817 1.01
O -1.101 -0.126 4.121 -0.45
O -3.478 -0.412 3.030 -0.44
O -2.031 -2.542 3.443 -0.22
H -1.690 -4.328 4.507 0.33
H -0.394 -3.191 4.518 0.23
H -1.324 -2.074 6.329 0.27
H -2.774 -3.234 6.290 0.26
C -0.852 -5.785 -1.074 -0.34
C -2.256 -5.931 -1.708 -0.39
O -2.809 -4.660 -1.843 -0.40
S -1.814 -3.375 -1.445 0.97
O -2.546 -2.435 -0.636 -0.41
O -1.097 -2.965 -2.672 -0.54
O -0.814 -4.453 -0.635 -0.11
H -0.058 -5.870 -1.816 0.34
H -0.752 -6.416 -0.190 0.33
H -3.124 -6.263 -1.139 0.29
H -2.184 -6.374 -2.702 0.25
C -0.252 5.407 2.355 -0.20
C 1.212 5.609 2.747 -0.25
O 1.421 4.602 3.749 -0.43
S 0.236 3.416 3.856 1.12
O -0.477 3.709 5.103 -0.59
O 0.799 2.103 3.628 -0.44
O -0.603 4.009 2.517 -0.22
H -0.365 5.683 1.306 0.13
H -0.923 6.116 2.840 0.35
H 1.446 6.572 3.201 0.37
H 1.917 5.495 1.923 0.12
C -2.173 3.937 -2.955 0.20
C -0.848 3.770 -2.227 0.43
O -0.753 5.067 -1.613 -0.19
S -1.368 6.291 -2.577 1.03
O -0.287 6.881 -3.357 -0.54
O -2.272 7.154 -1.841 -0.53
O -2.265 5.223 -3.418 -0.44
H -3.020 3.651 -2.330 -0.02
H -2.199 3.244 -3.796 0.14
H -0.049 3.484 -2.911 0.10
H -0.964 2.953 -1.514 -0.30
C 4.930 3.531 2.571 -0.36
C 4.060 2.281 2.967 0.11
O 3.726 1.625 1.710 -0.27
S 3.462 2.739 0.543 0.95
O 2.122 3.300 0.610 -0.24
O 4.019 2.290 -0.753 -0.56
O 4.605 3.777 1.247 -0.40
H 5.989 3.275 2.559 0.30
H 4.876 4.384 3.247 0.31
H 3.126 2.522 3.475 -0.20
H 4.607 1.599 3.618 0.37
```

Results
charge: +1
⟨S²⟩: 0.76
E_tot: -5659.9747 hartree
2S+1: 2

5.
Computed, not measured: C21H31ClInNO2P2 as an isolated structure in a non-equilibrium geometry, with the ωB97M-V functional and the def2-TZVPD basis.

The geometry in XYZ format:
```
59
Properties=species:S:1:pos:R:3:mulliken_charge:R:1
C -2.897 4.995 -1.815 -1.06
C -2.335 3.650 -1.467 0.83
H -3.890 5.060 -1.355 0.33
H -2.996 5.102 -2.904 0.31
H -2.246 5.783 -1.425 0.34
O -2.942 2.745 -0.932 -0.48
Cl -0.607 3.432 -1.883 -0.20
In 0.252 -0.233 0.009 0.84
P -0.904 -0.873 -2.236 0.56
C -2.016 -2.307 -2.007 -1.15
C -1.975 0.305 -3.105 -1.07
H -2.357 -0.198 -4.004 0.46
H -0.410 -1.741 -4.419 0.46
H -1.403 1.195 -3.394 0.33
H 0.944 -0.743 -3.802 0.40
H -2.842 -2.053 -1.333 0.41
H -2.798 0.608 -2.444 0.35
C 0.200 -1.503 -3.536 -1.05
H -2.417 -2.556 -2.998 0.49
H 0.708 -2.408 -3.186 0.22
H -1.474 -3.176 -1.613 0.23
P 1.091 1.490 1.790 0.51
C 0.710 0.875 3.476 -1.12
C 2.899 1.691 1.904 -1.10
H 0.562 3.694 0.865 0.33
H 1.001 3.773 2.597 0.41
H -0.615 3.180 2.094 0.38
C 0.453 3.197 1.837 -1.03
H 3.301 2.072 0.957 0.40
H 3.135 2.395 2.716 0.47
H 1.154 1.566 4.207 0.46
H 1.145 -0.119 3.634 0.24
H 3.353 0.719 2.125 0.27
H -0.375 0.822 3.629 0.38
C -1.566 -1.422 1.352 0.18
O -2.458 -2.010 1.772 -0.11
C 2.110 -5.372 -2.048 -0.55
C 1.006 -5.158 -1.219 -0.72
C 0.905 -4.004 -0.452 0.10
C 1.937 -3.041 -0.498 -0.20
C 3.006 -3.213 -1.407 -0.24
C 3.089 -4.377 -2.165 -0.70
N 1.902 -1.963 0.392 0.06
C 2.558 -2.159 1.611 -0.06
C 1.829 -2.521 2.767 0.07
C 2.510 -2.955 3.905 -0.59
C 3.911 -2.959 3.931 -0.58
C 4.634 -2.481 2.829 -0.70
C 3.973 -2.082 1.670 -0.28
H 2.182 -6.290 -2.640 0.40
H 0.216 -5.900 -1.157 0.45
H 0.085 -3.836 0.255 0.64
H 3.780 -2.439 -1.454 0.36
H 3.934 -4.519 -2.840 0.42
H 0.737 -2.522 2.693 0.30
H 1.947 -3.295 4.769 0.45
H 4.431 -3.288 4.832 0.40
H 5.722 -2.443 2.862 0.44
H 4.515 -1.767 0.771 0.33
```

Results
charge: +2
E_tot: -2356.5098 hartree
energy relative to the best compared isomer or geometry (same formula, charge and spin): 0.0 kJ/mol

6.
Computed, not measured: C44H51GeOPSi2TeTl as an isolated structure in a non-equilibrium geometry, with the ωB97M-V functional and the def2-TZVPD basis.

The geometry in XYZ format:
```
102
Properties=species:S:1:pos:R:3:mulliken_charge:R:1
Tl 0.401 0.867 0.030 1.01
O -0.275 -1.646 -0.390 -0.46
C 0.301 -2.321 -1.176 1.18
C 1.086 -2.902 -2.070 -0.14
C 0.820 -4.118 -2.776 -1.13
C 1.765 -4.636 -3.615 -0.52
C 3.000 -4.001 -3.789 -0.86
C 3.263 -2.801 -3.147 -0.22
C 2.356 -2.215 -2.288 0.30
P 2.596 -0.569 -1.536 0.51
C 4.095 0.003 -2.415 0.12
C 5.384 -0.152 -1.912 -0.16
C 6.466 0.276 -2.661 -0.73
C 6.275 0.857 -3.903 -0.60
C 4.991 1.016 -4.404 -0.65
C 3.903 0.599 -3.660 -0.29
C 3.263 -0.956 0.130 0.48
C 3.524 0.145 0.951 -0.35
C 4.088 -0.036 2.201 -1.31
C 4.355 -1.319 2.658 -0.37
C 4.062 -2.415 1.861 -0.98
C 3.523 -2.238 0.597 -0.43
H -0.131 -4.605 -2.630 0.58
H 1.559 -5.546 -4.152 0.45
H 3.752 -4.432 -4.428 0.47
H 4.208 -2.309 -3.318 0.46
H 5.547 -0.613 -0.949 0.43
H 7.466 0.154 -2.273 0.44
H 7.123 1.183 -4.484 0.42
H 4.842 1.469 -5.372 0.46
H 2.901 0.721 -4.048 0.25
H 3.354 1.150 0.569 0.69
H 4.342 0.819 2.812 0.54
H 4.807 -1.463 3.627 0.53
H 4.278 -3.412 2.216 0.47
H 3.326 -3.094 -0.033 0.51
C -0.480 4.492 -0.852 -1.20
Ge -1.335 2.908 -1.734 0.44
C -0.859 2.722 -3.674 0.38
C -1.395 3.694 -4.512 -0.39
C -1.177 3.618 -5.878 -0.73
C -0.427 2.581 -6.404 -0.58
C 0.119 1.622 -5.567 -0.68
C -0.099 1.688 -4.200 0.10
C -3.218 2.619 -1.161 1.66
C -3.781 3.542 -0.308 -0.69
C -5.125 3.435 0.068 -0.96
C -5.887 2.392 -0.383 -0.87
C -5.335 1.406 -1.224 1.15
C -6.086 0.292 -1.655 -0.88
C -5.528 -0.659 -2.462 -0.65
C -4.189 -0.549 -2.868 -1.06
C -3.429 0.506 -2.445 -0.18
C -3.975 1.514 -1.627 -0.57
H -0.910 5.399 -1.271 0.46
H 0.588 4.505 -1.055 0.41
H -0.637 4.498 0.225 0.41
H -1.986 4.502 -4.100 0.44
H -1.597 4.372 -6.527 0.43
H -0.267 2.520 -7.469 0.41
H 0.711 0.820 -5.981 0.51
H 0.322 0.931 -3.542 0.35
H -3.201 4.378 0.059 0.43
H -5.553 4.183 0.715 0.45
H -6.922 2.304 -0.092 0.47
H -7.111 0.202 -1.329 0.46
H -6.114 -1.502 -2.794 0.42
H -3.767 -1.305 -3.513 0.49
H -2.381 0.574 -2.722 0.13
C -0.680 -1.354 6.344 -0.84
Si 1.139 -1.007 5.895 0.26
C 2.013 -2.609 5.348 -1.00
C 2.042 -0.059 7.268 -1.09
C 1.196 0.129 4.322 -0.38
Te 0.015 -0.763 2.755 -0.33
C -1.756 0.350 3.300 -0.89
Si -3.331 -0.550 2.653 -0.17
C -3.338 -2.318 3.358 -1.09
C -3.082 -0.570 0.760 0.31
C -4.855 0.466 3.153 -1.06
H -0.734 -2.024 7.196 0.44
H -1.219 -1.825 5.525 0.08
H -1.212 -0.449 6.623 0.34
H 1.810 -3.421 6.039 0.46
H 3.090 -2.485 5.312 0.27
H 1.683 -2.928 4.359 0.31
H 2.109 -0.661 8.167 0.36
H 1.522 0.857 7.531 0.33
H 3.054 0.209 6.982 0.34
H 2.216 0.208 3.961 -0.14
H 0.816 1.129 4.510 0.63
H -1.672 1.361 2.904 0.60
H -1.759 0.411 4.384 0.49
H -2.377 -2.814 3.224 0.36
H -4.092 -2.934 2.877 0.40
H -3.563 -2.316 4.421 0.36
H -2.448 -1.396 0.457 0.24
H -2.619 0.356 0.410 -0.55
H -4.026 -0.682 0.235 0.25
H -4.999 0.454 4.230 0.37
H -5.757 0.060 2.705 0.35
H -4.776 1.505 2.845 0.32
```

Results
charge: +2
⟨S²⟩: 0.79
E_tot: -5219.7267 hartree
2S+1: 2